Entry from the Open Molecules 2025 dataset: a structure of composition C72H68BaClIN4O5PSb2 (wB97M-V/def2-TZVPD).

Each line ends with the Löwdin charge.
Geometry (Å):
H 6.902 3.665 4.048  0.105
H 0.065 0.714 -3.333  0.098
H 2.348 -6.094 -4.681  0.114
C -3.844 1.293 -5.496  -0.506
C 0.405 -4.789 1.899  -0.130
C 5.281 2.258 3.894  -0.095
H -5.200 2.456 -6.689  0.098
C -5.446 3.359 -2.612  -0.251
C 1.078 -6.008 1.928  -0.080
C -4.596 -2.307 1.369  -0.085
H 0.551 -6.921 1.668  0.106
Ba 1.627 0.551 0.287  1.597
H 2.961 -2.763 2.837  0.079
C -2.933 1.189 -6.734  -0.045
C -2.981 1.360 -4.190  -0.399
C 5.125 4.366 5.036  -0.083
H -4.215 3.462 -5.630  0.088
C -0.252 -0.226 4.992  -0.350
H -4.494 -0.453 0.293  0.100
H -5.395 0.011 -4.605  0.080
O 3.957 1.714 -0.021  -0.140
C 2.936 1.634 9.429  -0.086
H -3.270 -2.014 -2.174  0.103
C 2.948 4.811 1.608  0.039
H -6.717 1.675 -2.181  0.119
O 5.220 3.487 0.521  0.169
H -1.048 0.362 4.522  0.091
H 0.321 -0.602 -6.354  0.108
C 4.587 -3.629 -0.516  -0.613
C 0.996 -0.491 -5.513  -0.072
H -6.564 6.309 -3.897  0.109
O -0.314 1.202 1.081  -0.512
C -4.726 0.040 -5.467  -0.036
C -1.952 2.488 -4.294  -0.024
C 3.193 2.883 4.970  -0.408
C 2.254 -4.349 -3.401  -0.093
C 1.503 2.158 7.551  -0.407
H -4.487 5.214 -3.101  0.119
O -1.262 2.397 2.767  0.068
H 1.739 6.342 2.520  0.125
H -4.142 -0.886 -5.493  0.090
H -0.283 4.872 2.693  0.135
H 3.387 -0.111 -2.514  0.043
C -6.587 5.290 -3.529  -0.096
Sb 1.122 2.586 5.492  1.486
C -6.669 2.692 -2.568  -0.048
C -5.428 4.667 -3.078  -0.045
H 0.604 -4.934 -1.205  0.106
H -3.622 -4.394 -1.595  0.110
C -0.020 -2.957 -1.783  -0.375
C 3.816 -4.237 -1.561  -0.180
C -0.235 -4.287 -1.427  -0.094
C 4.232 -5.566 -1.897  -0.153
H -3.367 3.417 -2.150  0.081
H -2.428 3.462 -4.331  0.130
H 2.940 -7.011 2.325  0.106
Cl -9.236 5.358 -4.070  0.669
H -3.089 0.865 -2.151  0.111
N -1.032 2.526 -3.145  -0.070
C 5.532 -4.303 0.197  -0.196
C 2.748 -5.608 -3.797  -0.049
C -1.838 -1.992 1.764  -0.347
C 1.769 5.318 2.164  0.002
H 0.049 -2.046 -4.396  0.106
H -8.783 2.773 -2.981  0.108
C 5.867 3.453 4.294  -0.088
C 0.729 3.212 1.806  -0.225
C -1.130 -2.142 -2.027  -0.113
C -0.106 3.236 -1.422  -0.193
C -2.618 -3.990 -1.643  -0.068
P 1.660 -2.212 -1.770  0.987
N -1.010 3.591 -2.301  0.129
H -5.572 2.538 -4.968  0.073
H -4.640 0.745 -2.939  0.100
H 4.132 -4.920 2.915  0.103
H 3.537 1.024 3.923  0.082
C -3.886 -3.249 2.105  -0.079
C 5.217 -6.250 -1.135  -0.026
C -4.177 2.692 -2.138  -0.121
H 5.863 1.528 3.340  0.104
H -2.725 -0.597 -4.079  0.077
H 3.639 1.356 -4.471  0.111
C -0.428 2.204 1.912  -0.619
N 0.493 2.023 -1.670  -0.042
C 4.090 2.806 0.504  -0.463
C 0.392 2.049 8.396  -0.151
H 4.036 -7.221 -3.261  0.121
C 3.088 -4.887 2.625  -0.094
H 1.952 1.268 11.303  0.104
C -0.141 -1.621 4.362  -0.341
C -2.522 -3.083 2.316  -0.139
H 6.088 -3.789 0.972  0.082
C -4.755 2.511 -5.691  -0.021
C -3.937 -1.207 0.841  -0.090
C 1.092 0.512 4.890  -0.419
C 0.851 -1.319 -4.406  -0.112
H -0.996 -1.090 -2.262  0.084
H 1.856 0.026 5.501  0.067
O -2.152 0.174 -4.151  -0.048
H -1.675 -5.833 -1.069  0.112
H -4.316 2.428 -1.087  0.123
H 3.245 4.803 5.958  0.099
C -1.524 -4.797 -1.354  -0.068
H -2.074 -0.179 0.622  0.071
H 5.894 2.966 0.058  0.154
C -3.758 1.383 -2.842  -0.080
H -0.610 2.222 8.010  0.089
C 2.936 3.508 1.172  -0.193
H -2.492 2.154 -7.005  0.087
H -1.048 -2.211 4.489  0.051
H -5.665 -2.426 1.222  0.105
C -7.781 4.594 -3.501  -0.670
C 2.419 -6.059 2.292  -0.081
C 0.552 1.723 9.740  -0.090
H -0.315 1.641 10.385  0.104
H 5.482 -7.260 -1.429  0.119
C -0.105 1.634 -2.788  -0.132
C -2.566 -1.055 1.022  -0.130
H -3.529 0.864 -7.591  0.093
C 2.777 1.950 8.084  -0.123
C -2.417 -2.659 -1.977  -0.083
C 2.706 -0.221 -3.353  -0.132
C 3.682 -6.221 -3.024  -0.022
C 1.068 -3.604 2.226  -0.382
C 2.714 -3.672 -2.301  -0.286
C 1.825 1.517 10.256  -0.089
C 5.831 -5.652 -0.084  -0.067
C 0.648 4.518 2.268  0.006
Sb 0.224 -1.639 2.236  1.435
C -7.835 3.296 -3.014  -0.097
C 3.954 1.980 4.222  -0.133
H 1.434 0.488 3.845  -0.004
H 1.428 -3.936 -3.966  0.101
C 1.994 0.476 -5.541  -0.070
H 3.654 2.033 7.449  0.089
H 0.693 -2.160 4.817  0.063
C 1.706 -1.198 -3.310  -0.385
H -4.397 -4.104 2.532  0.106
C 2.419 -3.669 2.579  -0.164
H 2.103 1.122 -6.405  0.110
H 3.844 5.410 1.527  0.131
H -2.128 0.466 -6.585  0.076
H -0.635 -4.771 1.596  0.075
H -1.360 2.346 -5.192  0.127
H 6.581 -6.171 0.501  0.114
H 3.929 1.478 9.833  0.103
H -0.527 -0.353 6.044  0.106
C 3.804 4.081 5.368  -0.147
N 1.854 2.727 1.273  -0.073
H 5.579 5.294 5.366  0.106
H -5.357 0.034 -6.358  0.096
C 2.853 0.608 -4.457  -0.069
I 4.631 -1.584 -0.099  1.021
H -2.002 -3.796 2.947  0.091
H 0.126 3.866 -0.577  0.106

Properties
**E**: -135644.2884 eV
**Charge**: +1
**Energy relative to the best compared isomer or geometry (same formula, charge and spin)**: 0.0 kJ/mol
**Orbital gap**: 7.11 eV